1.
Formula: C5H11ClN2
Source: the OMol25 dataset
Level of theory: the ωB97M-V functional and the def2-TZVPD basis

```
19
C5H11ClN2 (the ωB97M-V functional and the def2-TZVPD basis)
C 0.75913 0.72460 0.66436
C -0.11030 -0.26176 -0.01653
C 0.18412 -0.27719 -1.47794
C 0.17671 -1.61823 0.70160
C -1.57845 0.17470 0.19366
N -1.91336 0.95883 1.25033
N -2.49692 -0.36496 -0.69067
Cl -4.10305 0.01708 -0.31787
H 1.78067 0.70077 0.12009
H 0.92852 0.41926 1.69491
H 0.45840 1.79889 0.77516
H 0.94582 -0.99397 -1.86912
H 0.45668 0.75891 -1.76185
H -0.71764 -0.43838 -1.98802
H 1.16042 -2.06246 0.51298
H 0.06626 -1.38147 1.73190
H -0.53304 -2.20497 0.23000
H -1.09527 1.16001 1.78552
H -2.88779 1.10877 1.46375
```

Results
* HOMO energy: -8.719 eV
* charge: 0
* LUMO energy: 0.7 eV
* Kohn-Sham gap: 9.5 eV

Löwdin analysis output, partial charges in e:
1 C -0.107
2 C -0.570
3 C -0.062
4 C -0.013
5 C -0.406
6 N 0.135
7 N -0.421
8 Cl 0.543
9 H 0.128
10 H 0.071
11 H 0.101
12 H 0.108
13 H 0.098
14 H 0.039
15 H 0.098
16 H 0.069
17 H 0.060
18 H 0.075
19 H 0.054

2.
Formula: C5H11ClN2O
Source: the OMol25 dataset
Level of theory: the ωB97M-V functional and the def2-TZVPD basis

```
20
C5H11ClN2O (the ωB97M-V functional and the def2-TZVPD basis)
C 1.75625 0.85498 -0.34544
C 0.63118 -0.22793 -0.45312
Cl 0.55230 -0.32965 -2.22969
N 0.85553 -1.51032 0.04873
N 0.54189 -1.91160 1.36915
C -0.71606 0.33644 -0.00208
C -1.91221 -0.56748 -0.32643
C -0.87873 1.79754 0.04228
O -0.86681 0.96864 1.24510
H 2.76066 0.42711 -0.51586
H 1.72838 1.72742 -0.93613
H 2.01935 1.29654 0.70797
H 1.68079 -1.78041 -0.41596
H 1.16426 -1.35819 1.94100
H -0.41348 -1.67145 1.60653
H -1.67071 -1.73812 -0.25961
H -2.32500 -0.48301 -1.42452
H -2.87470 -0.33434 0.33470
H -0.13365 2.42647 -0.31907
H -1.89924 2.07736 -0.06754
```

Results
* HOMO energy: -9.072 eV
* charge: 0
* LUMO energy: 0.8 eV
* Kohn-Sham gap: 9.9 eV

Löwdin analysis output, partial charges in e:
1 C -0.138
2 C -0.827
3 Cl 0.729
4 N -0.138
5 N 0.057
6 C -0.563
7 C -0.061
8 C -0.041
9 O -0.019
10 H 0.076
11 H 0.037
12 H 0.122
13 H 0.095
14 H 0.077
15 H 0.070
16 H 0.112
17 H 0.093
18 H 0.121
19 H 0.088
20 H 0.112

3.
Formula: C5H11ClN2OS
Source: the OMol25 dataset
Level of theory: the ωB97M-V functional and the def2-TZVPD basis

```
21
C5H11ClN2OS (the ωB97M-V functional and the def2-TZVPD basis)
H 4.69422 -1.46771 -0.66165
N 3.74909 -1.57108 -0.33517
C 3.29048 -0.41975 -0.02075
N 1.98255 -0.25760 0.42436
C 4.02187 0.88001 -0.22106
S 3.45682 2.33397 0.19219
H 1.49791 -1.14021 0.68572
H 1.74723 0.52981 1.03688
H 5.00722 0.80406 -0.66093
C -3.66371 0.23601 0.85206
C -2.89116 0.53956 -0.37370
Cl -1.83408 1.97470 -0.38531
C -1.87680 -0.56857 -0.69712
O -0.76481 -0.47537 0.36111
H -2.91444 -0.25517 1.60633
H -4.41817 -0.53676 0.64566
H -4.25497 1.13364 1.36528
H -3.43532 0.68239 -1.33769
H -1.51340 -0.12179 -1.64472
H -2.14644 -1.79513 -0.60675
H 0.26592 -0.50500 -0.22473
```

Results
* HOMO energy: -9.453 eV
* charge: 0
* LUMO energy: -1.3 eV
* Kohn-Sham gap: 8.2 eV

Löwdin analysis output, partial charges in e:
1 H 0.036
2 N 0.140
3 C -0.552
4 N 0.039
5 C -0.579
6 S 0.755
7 H 0.109
8 H 0.072
9 H 0.043
10 C -0.145
11 C -0.785
12 Cl 0.629
13 C -0.286
14 O -0.305
15 H 0.109
16 H 0.073
17 H 0.117
18 H 0.102
19 H 0.080
20 H 0.182
21 H 0.166

- What is the formula in the second record?
  C5H11ClN2O

- Number 1 is which compound?
  C5H11ClN2